12
Properties=species:S:1:pos:R:3:forces:R:3:nbo_charge:R:1 method="wB97M-V/def2-TZVPD" e_homo_ev="-3.91 / -3.91" gap_ha="0.0977 / 0.0977" charge=0 lumo_ev="-1.3 / -1.3" de_lowest_kj_mol=431.8
Cs -4.740 -0.305 -1.332 1.0620 -0.0893 0.1452 0.965
H 0.015 -1.710 -0.117 -0.3353 -0.1507 1.8978 0.128
H -0.257 -0.313 1.041 -1.3281 0.4908 -0.2793 0.097
O 2.122 0.606 -0.123 1.4317 1.9403 0.1435 -1.051
H 1.746 -0.943 1.202 -0.0934 -0.1293 -0.3225 0.098
O -0.862 2.304 0.317 -2.0197 -1.9910 0.8160 -0.666
C 1.727 -0.623 0.135 -3.1182 1.3234 -1.4336 0.021
C -0.201 -0.607 -0.035 2.7495 -5.4761 -0.6994 -0.242
C -1.669 1.514 0.629 1.9505 1.9066 -1.0481 0.551
O -1.112 -0.602 -1.072 -0.6524 3.1707 0.5825 -0.953
Li 1.134 2.094 -0.088 0.4537 -1.2290 -0.1139 0.941
H 2.096 -1.415 -0.558 -0.1003 0.2336 0.3118 0.110

10
Properties=species:S:1:pos:R:3:forces:R:3:nbo_charge:R:1 method="wB97M-V/def2-TZVPD" e_homo_ev=-9.63 gap_ha=0.3911 smiles=C[C@H]1OC1(F)F charge=0 lumo_ev=1.0 de_lowest_kj_mol=191.9
H -0.570 0.951 -1.176 -0.0388 0.3634 -0.0497 0.180
C -0.315 0.297 -0.357 4.0230 2.2341 1.8654 0.065
F 1.228 2.213 0.774 0.6906 1.6677 -0.0053 -0.296
C -0.491 -1.135 -0.618 -2.4438 0.6364 3.0192 -0.663
O -0.584 0.856 0.924 0.3187 0.3830 1.4130 -0.523
H -1.594 -1.261 -0.777 0.9812 -0.5027 0.0363 0.223
H 0.078 -1.426 -1.390 1.6148 -0.8507 -3.4804 0.227
F 1.546 0.249 1.634 -0.4612 0.3801 -0.3803 -0.324
C 0.796 1.006 0.808 -4.2395 -4.2026 -3.0944 0.879
H -0.095 -1.749 0.178 -0.4451 -0.1086 0.6761 0.231

11
Properties=species:S:1:pos:R:3:forces:R:3:nbo_charge:R:1 method="wB97M-V/def2-TZVPD" e_homo_ev="-9.62 / -9.62" gap_ha="0.3419 / 0.3417" charge=0 lumo_ev="-0.3 / -0.3" de_lowest_kj_mol=595.4
C 1.613 -0.307 0.293 -1.5134 0.8963 1.5788 -0.484
F 0.531 -1.997 -0.839 0.1083 0.6343 0.0949 -0.266
F -2.630 1.732 -0.329 -0.9025 0.9966 0.0089 -0.310
F -2.289 -0.789 0.550 -0.5844 -0.7242 0.2566 -0.280
N 0.467 -1.198 0.317 -3.4751 0.7210 0.4471 0.002
H 1.268 0.594 -0.173 0.9228 0.6626 -0.5979 0.200
H 1.962 -0.082 1.329 -0.8895 -0.1382 -0.4430 0.219
H -0.573 1.752 -0.807 -1.5091 -0.7427 1.0677 0.192
H 2.424 -0.819 -0.101 1.4129 -0.7090 -1.5171 0.225
C -1.345 -0.080 0.054 4.0624 -1.0086 0.4744 0.458
C -1.429 1.194 -0.293 2.3676 -0.5881 -1.3703 0.045

11
Properties=species:S:1:pos:R:3:forces:R:3:nbo_charge:R:1 method="wB97M-V/def2-TZVPD" e_homo_ev="-10.87 / -10.87" gap_ha="0.3537 / 0.3537" charge=0 lumo_ev="-1.2 / -1.2" de_lowest_kj_mol=366.6
F 0.983 0.162 1.744 1.4237 0.4213 -0.0421 -0.344
H 0.989 -0.839 -2.494 -0.9091 -0.2037 -0.4103 0.295
C 0.421 -0.309 -0.457 -4.0710 -0.0495 -2.2307 0.439
F -1.532 -0.440 -1.448 2.7168 0.4703 1.5449 -0.639
H -1.527 1.021 1.739 -0.3652 0.7503 -0.4025 0.415
F -0.618 -1.105 1.434 -1.3012 0.3959 -0.3888 -0.319
C -0.112 0.063 0.917 2.2457 -2.3713 -0.1972 0.716
H -1.076 1.693 0.150 -0.3079 -0.8140 0.7643 0.436
N -0.844 1.176 1.007 -1.2343 0.8527 -0.2733 -0.829
C 1.134 -0.690 -1.451 1.5523 0.6353 1.6199 -0.435
H 2.182 -0.731 -1.142 0.2502 -0.0872 0.0158 0.265

18
Properties=species:S:1:pos:R:3:forces:R:3:nbo_charge:R:1 method="wB97M-V/def2-TZVPD" e_homo_ev=-0.41 gap_ha=0.2072 charge=-2 lumo_ev=5.2
F -0.425 2.784 -0.211 -0.8842 -0.8423 -0.0216 -0.414
H -1.017 -1.030 0.496 -1.5545 -0.8851 -0.0123 0.211
C -2.177 1.153 0.055 1.5039 0.0056 0.7807 0.749
C -2.158 -1.161 0.429 2.3312 -1.3521 -3.6200 -0.283
O 3.635 -1.122 0.636 -0.9798 0.8166 -0.3456 -0.890
S 3.920 -0.738 -0.976 0.4891 -2.9540 -1.6506 1.540
N 2.493 0.058 -1.015 -0.5890 -0.1386 0.9691 -1.155
H -2.405 -1.455 -0.736 0.5736 0.8600 2.7060 0.198
F -2.742 0.692 -1.826 -0.3772 -0.2203 -0.0237 -0.837
H -2.487 -2.042 1.036 -0.1131 1.3749 0.1086 0.160
O -2.688 0.084 0.719 -1.6088 -0.0704 0.0994 -0.541
C -0.835 1.423 0.051 -0.2545 2.1253 -0.3541 -0.088
O 1.108 -0.655 1.201 1.0295 -0.5392 -1.5352 -0.916
F -3.057 2.148 0.160 0.1426 0.1851 -0.0566 -0.333
O 3.859 -2.047 -1.739 0.1115 2.3194 1.2249 -0.977
S 2.267 -0.051 0.570 0.5268 0.3682 2.5914 2.365
H 0.028 0.852 -0.196 -0.4870 -0.7882 0.1057 0.172
O 2.681 1.108 1.347 0.1399 -0.2650 -0.9661 -0.959

15
Properties=species:S:1:pos:R:3:forces:R:3:nbo_charge:R:1 method="wB97M-V/def2-TZVPD" e_homo_ev=-4.29 gap_ha=0.2901 charge=-1 lumo_ev=3.6 de_lowest_kj_mol=243.2
H -1.515 -1.327 -0.926 0.5738 0.1724 -0.0505 0.498
C 0.783 0.038 0.349 -0.4261 -0.1497 1.1641 -0.108
H -0.198 0.039 0.888 0.8477 0.2560 -0.1936 0.280
F -3.367 1.228 -1.514 -0.0114 0.2307 -0.0613 -0.415
C -2.470 1.262 -0.435 -0.0560 0.1433 -0.2348 0.031
F 0.594 -0.751 -0.773 -0.0770 -0.3219 -0.7627 -0.383
S -2.856 -0.306 0.402 0.6915 -1.8828 0.7442 2.197
O -2.455 -1.416 -0.756 -0.9253 0.6923 0.5672 -0.904
F -3.078 2.167 0.456 0.0899 0.1288 -0.1076 -0.414
O 1.825 2.175 0.608 0.0869 0.0051 0.2005 -0.545
O -1.846 -0.489 1.448 -0.7555 0.2498 -0.3619 -0.994
C 1.153 1.425 -0.050 -0.1528 0.0356 -0.4432 0.417
H 0.720 1.722 -1.022 0.0080 0.0742 -0.0281 0.121
H 1.541 -0.447 0.969 0.0526 0.2059 -0.0433 0.165
O -4.205 -0.642 0.778 0.0536 0.1604 -0.3891 -0.945

12
Properties=species:S:1:pos:R:3:forces:R:3:nbo_charge:R:1 method="wB97M-V/def2-TZVPD" e_homo_ev="-7.61 / -8.51" gap_ha="0.2034 / 0.3059" charge=0 lumo_ev="-2.1 / -0.2" de_lowest_kj_mol=395.7
H -3.949 -0.076 0.771 0.0561 -0.2994 -0.1845 0.209
C 2.081 1.008 0.565 -0.8103 -0.7055 0.9706 0.288
N -1.879 -0.717 0.374 0.9955 2.7936 -0.8088 -0.580
H 1.672 2.009 0.355 0.0976 -0.7314 -0.0145 0.181
C -0.787 0.066 -0.117 -2.5089 1.4409 1.7089 0.588
C -2.950 0.143 0.433 0.7609 -0.6155 0.3879 0.144
N -1.296 1.350 -0.144 4.0811 -0.3607 -1.1986 -0.307
H -1.739 -1.667 0.270 -0.6308 -2.3320 0.2058 0.419
H 1.971 0.500 1.573 0.3288 0.6969 -1.5510 0.174
N -2.525 1.367 0.188 -2.8328 -0.2098 0.5297 -0.257
O 0.389 -0.329 -0.234 1.1563 0.2700 -0.4677 -0.565
F 3.115 0.653 -0.171 -0.6935 0.0529 0.4222 -0.294

12
Properties=species:S:1:pos:R:3:forces:R:3:nbo_charge:R:1 method="wB97M-V/def2-TZVPD" e_homo_ev=-9.80 gap_ha=0.3867 smiles=OCc1n[nH]nc1F charge=0 lumo_ev=0.7 de_lowest_kj_mol=363.6
N -1.766 0.797 -0.297 2.1283 0.1641 -0.0590 -0.272
C 1.382 -1.001 0.456 -3.5656 -2.3611 2.9055 -0.092
F -1.457 -1.503 -0.445 -0.9831 -0.7439 -1.0622 -0.284
C 0.319 -0.055 -0.006 -1.5838 0.6160 -0.1193 -0.076
H -1.046 2.609 0.378 -0.1164 -0.4061 -0.5240 0.407
C -1.000 -0.281 -0.436 0.7993 0.1902 2.2065 0.492
O 2.584 -0.591 0.124 0.9355 6.2029 -2.0734 -0.681
H 1.981 0.399 0.115 5.5823 -2.0510 -0.5936 0.491
N 0.379 1.281 0.303 2.1215 -3.4588 -0.0219 -0.217
N -0.791 1.664 0.089 -4.1773 2.8566 -0.3720 -0.117
H 1.165 -2.036 0.201 -0.2334 -0.1982 -0.1192 0.187
H 1.374 -0.878 1.570 -0.9071 -0.8105 -0.1673 0.162

Number 1: total energy -10065.834 eV. Number 2: total energy -10655.970 eV. Number 3: total energy -12811.823 eV. Number 4: total energy -12814.194 eV. Number 5: total energy -44722.519 eV. Number 6: total energy -30352.858 eV. Number 7: total energy -12406.828 eV. Number 8: total energy -12407.161 eV.